Entry 1:
This record from the Open Molecules 2025 dataset describes a single C27H32N6O3 molecule at a distorted geometry. The level of theory is the ωB97M-V functional and the def2-TZVPD basis.

Structure (ORCA input):
```
! wB97M-V def2-TZVPD RIJCOSX def2/J DEFGRID3
* xyz 0 1
C -1.46 -4.81 2.14
C -0.72 -3.79 1.28
C -1.47 -3.35 0.01
C -1.70 -4.52 -0.94
C -2.80 -2.67 0.33
N -0.61 -2.40 -0.71
C -0.25 -1.19 -0.26
O -0.55 -0.71 0.82
C 0.64 -0.41 -1.26
C 2.05 -0.88 -1.16
C 2.63 -1.71 -0.23
C 3.98 -1.85 -0.58
C 4.18 -1.11 -1.71
N 3.01 -0.52 -2.07
C 2.86 0.37 -3.18
N 0.49 1.02 -0.99
C -0.73 1.53 -1.27
O -1.56 0.91 -1.91
C -1.01 2.93 -0.70
N -2.43 3.14 -0.64
N -3.03 4.15 -1.28
N -4.28 4.11 -1.10
C -4.58 3.04 -0.31
C -5.79 2.56 0.18
C -5.74 1.43 0.97
C -4.52 0.79 1.28
C -3.31 1.25 0.81
C -3.36 2.39 0.00
C 1.51 1.71 -0.28
C 1.94 1.25 0.95
C 2.98 1.89 1.61
C 3.60 2.99 1.04
O 4.63 3.69 1.59
C 5.13 3.27 2.84
C 3.15 3.46 -0.20
C 2.12 2.82 -0.85
H -2.41 -4.42 2.48
H -1.63 -5.73 1.60
H -0.86 -5.04 3.02
H -0.53 -2.89 1.88
H 0.24 -4.20 0.98
H -2.38 -5.24 -0.50
H -2.14 -4.17 -1.87
H -0.76 -5.03 -1.17
H -2.65 -1.89 1.08
H -3.52 -3.39 0.71
H -3.21 -2.20 -0.56
H -0.29 -2.68 -1.62
H 0.24 -0.58 -2.27
H 2.13 -2.16 0.60
H 4.72 -2.44 -0.07
H 5.07 -0.95 -2.29
H 3.18 1.38 -2.91
H 1.82 0.41 -3.50
H 3.48 0.03 -4.01
H -0.61 3.70 -1.36
H -0.56 3.01 0.29
H -6.72 3.05 -0.05
H -6.65 1.02 1.38
H -4.54 -0.09 1.90
H -2.38 0.76 1.03
H 1.45 0.41 1.41
H 3.29 1.51 2.57
H 5.94 3.96 3.07
H 4.37 3.33 3.62
H 5.52 2.25 2.79
H 3.63 4.32 -0.63
H 1.78 3.18 -1.81
*
```

Properties
Orbital gap in eV: 8.9
E_HOMO in hartree: -0.30843
LUMO level in eV: 0.55
Calculated total energy in Eh: -1602.33806
Max |F| in eV/Å: 1.32
ΔE to the lowest compared entry with this formula, charge and spin in kcal per mole: 34.0
SMILES string: CCC(C)(C)NC(=O)[C@H](c1cccn1C)N(C(=O)Cn1nnc2ccccc21)c1ccc(OC)cc1



Entry 2:
This record from the Open Molecules 2025 dataset describes a molecular structure, C27H32N6O5S2Ti. The level of theory is the ωB97M-V functional and the def2-TZVPD basis.

Structure (ORCA input):
```
! wB97M-V def2-TZVPD RIJCOSX def2/J DEFGRID3
* xyz 0 3
Ti -0.16 -1.44 -1.00
C -0.98 -3.28 3.03
C -0.93 -2.87 1.59
N -0.31 -1.81 1.19
O 0.29 -1.08 2.21
C -1.57 -3.63 0.53
C -2.44 -4.83 0.76
N -1.37 -3.14 -0.66
O -1.88 -3.64 -1.72
H -0.05 -3.03 3.53
H -1.18 -4.34 3.12
H -1.78 -2.74 3.54
H 0.27 -0.15 1.91
H -3.23 -4.62 1.49
H -1.86 -5.68 1.13
H -2.89 -5.11 -0.18
S 0.58 -0.50 -3.24
C 1.46 -1.97 -3.20
N 0.68 -2.97 -2.52
C 1.31 -4.21 -2.24
C 2.57 -4.42 -2.68
C 3.24 -3.40 -3.39
N 2.67 -2.16 -3.59
H -0.27 -3.07 -2.92
H 0.71 -4.93 -1.69
H 3.06 -5.36 -2.48
H 4.23 -3.55 -3.79
C 4.51 -3.08 -0.16
C 4.40 -1.58 -0.38
S 2.96 -0.95 0.48
O 1.84 -1.33 -0.48
C 3.19 0.82 0.26
C 3.33 1.26 -1.19
H 5.33 -3.48 -0.76
H 3.60 -3.58 -0.47
H 4.70 -3.31 0.89
H 4.24 -1.33 -1.44
H 5.27 -1.04 0.01
H 4.06 1.06 0.87
H 2.31 1.26 0.73
H 4.28 0.97 -1.63
H 3.25 2.34 -1.24
H 2.53 0.84 -1.81
O -2.10 -0.45 -1.58
C -1.80 0.54 -0.90
N -2.52 1.66 -0.67
C -1.82 2.51 0.29
C -0.59 1.61 0.60
O 0.24 1.84 1.46
N -0.61 0.55 -0.24
C -1.37 3.81 -0.39
C -2.09 4.99 -0.23
C -1.72 6.13 -0.92
C -0.62 6.11 -1.77
C 0.09 4.93 -1.94
C -0.28 3.79 -1.25
C -2.60 2.73 1.58
C -3.82 2.11 1.81
C -4.49 2.30 3.01
C -3.94 3.10 4.00
C -2.71 3.71 3.78
C -2.04 3.52 2.58
H -3.40 1.86 -1.09
H -2.94 5.02 0.43
H -2.28 7.04 -0.79
H -0.33 7.00 -2.31
H 0.95 4.90 -2.61
H 0.28 2.87 -1.40
H -4.26 1.46 1.06
H -5.44 1.82 3.18
H -4.46 3.25 4.93
H -2.26 4.33 4.54
H -1.08 3.99 2.41
*
```

Properties
Orbital gap (spin up / spin down) in eV: 6.4 / 8.0
E_HOMO (spin up / spin down) in hartree: -0.22236 / -0.28793
LUMO level (spin up / spin down) in eV: 0.36 / 0.17
Calculated total energy in Eh: -3398.68009
Max |F| in eV/Å: 0.34
ΔE to the lowest compared entry with this formula, charge and spin in kcal per mole: 5.9



Look up the calculated total energy of the second one.
-3398.68009 Eh



max |F| of number 1 (C27H32N6O3)?
1.32 eV/Å



What is the formula in the first record?
C27H32N6O3